The following is a DFT calculation (the ωB97M-V functional and the def2-TZVPD basis) of a structure of composition C36H57AsBCsF6N8OS4SbSi2 at a distorted geometry.

net charge = -2
E_HOMO (spin up / spin down) = -1.945 / -2.062 eV
multiplicity = 2
relative energy (zero: lowest compared OMol25 entry of this formula, charge and spin) = 41.9 kcal per mole
calculated total energy = -7211.57496 a.u.
max |F| = 0.038 Eh/bohr
⟨S²⟩ = 0.77

CARTESIAN COORDINATES (ANGSTROEM)
Cs 0.645265 -2.104633 1.138510
C -6.311114 -0.191915 2.883458
C -4.887887 -0.704391 3.109566
C -4.719294 -2.166041 2.698504
C -4.576269 -0.600818 4.605022
N -3.935631 0.148807 2.363383
C -2.891675 0.835808 2.954468
C -2.202726 1.430650 1.963835
N -2.784085 1.111963 0.761151
B -1.888222 1.330415 -0.527213
N -1.388022 2.811481 -0.420804
C -2.083015 3.844526 0.143399
C -1.366978 4.980914 -0.003665
N -0.217250 4.649573 -0.692862
C -0.231361 3.298763 -0.938746
S 0.907582 2.401506 -1.810461
C 0.844039 5.610993 -1.068186
C 0.462272 6.999691 -0.557512
C 2.177335 5.230843 -0.428540
C 0.932436 5.675778 -2.593670
N -2.705756 1.189888 -1.812132
C -3.720550 2.039223 -2.151442
C -4.190397 1.677306 -3.356872
N -3.453683 0.581355 -3.776249
C -2.534650 0.271236 -2.802310
S -1.427485 -1.002485 -2.756073
C -3.733535 -0.011676 -5.099345
C -5.165480 -0.556966 -5.067148
C -3.609883 1.098275 -6.148808
C -2.798590 -1.142896 -5.510042
C -3.839550 0.298216 1.002413
S -4.926071 -0.326928 -0.149044
H -7.002104 -0.804560 3.464541
H -6.584480 -0.235058 1.833914
H -6.395062 0.839761 3.228053
H -5.422436 -2.772403 3.269537
H -3.708686 -2.509606 2.927469
H -4.908224 -2.298680 1.638045
H -5.310132 -1.207634 5.136280
H -4.662983 0.423043 4.971088
H -3.587471 -0.985715 4.850951
H -2.716336 0.853187 4.010082
H -1.310362 2.023463 2.009036
H -0.968109 0.592533 -0.523777
H -3.032026 3.689872 0.621750
H -1.597864 5.982442 0.298205
H 0.392265 7.034597 0.528656
H -0.473207 7.354267 -0.989121
H 1.249229 7.689615 -0.864298
H 2.091152 5.229862 0.656973
H 2.927031 5.965726 -0.725081
H 2.490976 4.241373 -0.742594
H -0.017401 6.021334 -3.004985
H 1.160200 4.699386 -3.009777
H 1.709974 6.384547 -2.882088
H -4.057907 2.811701 -1.488521
H -5.001778 2.079991 -3.930635
H -5.899149 0.229488 -4.894451
H -5.264257 -1.289652 -4.268342
H -5.397529 -1.036831 -6.018857
H -4.310934 1.913348 -5.978548
H -3.810130 0.680422 -7.135604
H -2.601881 1.510786 -6.143030
H -2.872174 -1.997477 -4.848172
H -1.758107 -0.835129 -5.515437
H -3.098199 -1.433727 -6.522315
S 1.191134 2.525537 2.599466
C 2.155111 1.422354 1.920251
N 2.923122 0.661566 1.464649
O 2.324242 -1.311203 -0.531958
N 1.993980 -2.131876 -1.481936
F 1.834729 -2.440501 3.445654
Sb 0.497250 -3.185115 4.565269
F 1.714579 -3.105732 6.009082
F -0.124325 -1.432099 4.896959
F -0.864574 -3.926211 5.643269
F -0.640172 -3.239199 3.048539
F 1.119017 -4.907688 4.092776
C 6.717929 -0.814195 3.790546
Si 5.167212 0.156068 3.366004
C 3.983176 0.126850 4.809405
C 5.573626 1.943470 2.966493
As 3.991358 -0.939127 1.605913
Si 5.308065 -0.496655 -0.347515
C 4.604784 1.063862 -1.084987
C 5.232550 -1.966454 -1.495039
C 7.123073 -0.286768 0.122743
H 7.045600 -0.502771 4.785014
H 7.528563 -0.626224 3.092889
H 6.541929 -1.885601 3.827962
H 4.454903 0.600632 5.675357
H 3.693807 -0.887386 5.080433
H 3.066266 0.672988 4.589073
H 6.167464 2.355952 3.787342
H 4.662277 2.530067 2.883801
H 6.134116 2.070754 2.046320
H 3.532247 0.960993 -1.240123
H 5.089937 1.252468 -2.045121
H 4.762089 1.928038 -0.440392
H 4.291172 -1.992539 -2.035036
H 5.323955 -2.914185 -0.960781
H 6.063890 -1.901003 -2.201486
H 7.311104 0.597462 0.724386
H 7.706223 -0.197284 -0.795485
H 7.505753 -1.148943 0.665910
C 1.575074 -3.388420 -1.234838
C 1.199525 -4.548022 -1.326548
C 0.653904 -5.834731 -1.563318
C -0.223150 -6.032802 -2.638763
C -0.776784 -7.277173 -2.870735
C -0.477071 -8.350638 -2.041244
C 0.386304 -8.161569 -0.969725
C 0.944350 -6.920402 -0.729990
H -0.468711 -5.191258 -3.271520
H -1.457278 -7.400002 -3.703340
H -0.918658 -9.321925 -2.220725
H 0.621833 -8.983485 -0.303967
H 1.601836 -6.772604 0.117533

Forces on the atoms, in the same order (eV/Å):
-1.65 0.77 -0.67
-0.03 -0.11 0.09
0.04 0.13 0.07
0.01 0.02 0.00
-0.12 -0.04 0.02
0.14 -0.26 0.01
0.25 0.36 -0.07
0.13 -0.10 0.50
0.25 -0.19 -0.12
-0.27 0.09 -0.05
0.11 -0.07 0.02
-0.08 0.58 0.13
-0.51 -0.11 0.10
0.25 -0.01 0.20
0.35 -0.31 -0.58
-0.06 0.03 0.13
-0.18 0.01 -0.06
0.08 0.09 -0.07
-0.05 -0.06 -0.03
0.05 0.08 0.01
0.24 -0.04 -0.11
-0.29 0.11 -0.33
-0.11 0.36 0.28
0.15 -0.06 -0.08
0.29 -0.51 0.16
-0.04 0.00 0.04
-0.07 -0.01 0.07
0.00 -0.01 -0.04
-0.01 -0.02 -0.05
-0.04 0.01 -0.11
-0.66 0.06 -0.39
0.04 -0.10 -0.01
-0.07 -0.03 0.03
0.04 -0.02 -0.05
0.02 0.07 0.02
-0.06 -0.08 0.03
0.02 0.03 -0.01
-0.02 0.01 -0.08
0.00 -0.01 0.01
-0.02 0.03 -0.01
0.05 -0.02 -0.03
0.05 -0.02 0.04
0.07 0.01 0.07
0.19 -0.15 0.11
-0.05 0.02 0.07
-0.03 0.00 0.08
-0.01 -0.04 0.07
-0.06 0.00 -0.03
0.01 0.02 0.01
-0.03 0.01 0.10
0.08 0.02 0.00
0.03 -0.11 -0.09
-0.06 0.01 -0.01
0.03 -0.08 0.01
0.07 0.04 -0.02
-0.04 0.10 0.03
-0.04 0.05 -0.01
-0.02 0.06 0.02
0.02 -0.06 0.05
-0.02 -0.03 -0.05
-0.04 0.03 0.02
-0.01 -0.01 -0.07
0.06 0.00 0.02
-0.03 -0.04 0.05
0.04 0.05 0.00
0.02 -0.03 -0.01
0.30 -0.17 -0.24
-0.18 0.46 0.36
0.18 -0.76 -0.03
1.02 0.12 -1.03
0.08 -0.57 -0.71
0.56 -0.05 0.73
-0.02 -0.28 0.68
-0.11 0.00 0.06
-0.01 -0.04 0.11
0.08 0.04 0.04
-0.83 -0.61 0.86
-0.01 0.02 0.09
0.01 0.19 0.19
-0.31 -0.12 -0.39
0.12 0.04 0.09
0.13 -0.07 0.25
0.18 0.54 0.06
-0.42 0.10 0.22
0.25 -0.10 -0.08
0.14 -0.01 0.05
-0.02 0.00 -0.10
0.11 -0.01 0.06
0.11 0.05 -0.13
-0.10 -0.16 -0.01
-0.03 0.00 0.07
0.02 -0.10 0.02
-0.05 0.08 -0.07
0.02 0.09 0.01
-0.16 0.04 0.01
0.12 -0.04 -0.16
-0.08 -0.09 -0.04
-0.02 0.09 -0.10
0.06 0.05 0.07
-0.11 0.04 -0.08
0.03 0.00 0.06
0.02 -0.03 -0.09
-0.01 0.15 0.11
0.08 0.03 -0.08
0.01 -0.14 0.06
0.50 0.88 -0.42
0.03 -0.05 -0.01
-0.01 0.14 0.15
0.03 -0.03 -0.04
-0.02 0.00 -0.03
0.00 -0.07 0.00
-0.02 -0.08 0.01
0.04 -0.04 0.10
0.00 0.04 -0.01
-0.04 -0.06 -0.02
-0.02 -0.04 -0.02
-0.02 -0.03 -0.02
0.00 0.03 -0.03